1.
7 unconnected molecules or ions with the total composition C30H54F8N8O16S8 in a non-equilibrium geometry, computed with the ωB97M-V functional and the def2-TZVPD basis.

```
124
Properties=species:S:1:pos:R:3:forces:R:3
S -1.751458 1.016437 -0.442561 -3.98 3.98 0.98
S 3.198803 2.339343 -4.690151 -7.16 4.54 6.87
S 0.191840 0.002518 -1.180758 9.46 0.22 -1.37
S 4.813651 0.767783 -5.111471 4.00 -5.11 0.16
S -0.087742 -4.329942 -0.452157 3.51 0.59 5.27
S -0.603530 -5.241835 -2.685526 -2.82 1.23 -2.77
S -2.746454 4.600717 1.781043 -1.53 0.06 -0.10
S -0.690502 4.145047 3.059732 3.74 -1.03 1.53
F 0.411559 4.679838 4.187608 -0.73 0.65 -0.68
F -2.103391 -5.959641 -3.037248 1.95 0.74 0.11
F 2.254496 3.416467 -5.509635 0.47 -0.48 0.81
F 6.159188 0.714577 -5.907365 0.67 1.18 -1.77
F 0.627640 -1.169291 -2.131287 0.49 -0.69 -0.59
F -3.044840 0.268328 0.163071 -0.20 0.11 0.11
F -0.586949 -3.124757 0.606757 0.44 -1.34 -1.59
F -4.119945 5.004778 2.494732 -0.06 0.96 -0.27
O 2.268542 1.291909 -4.294284 0.77 0.95 -0.54
O -1.077128 1.497411 0.796090 -1.04 -1.83 -3.46
O 5.441310 0.875809 -3.795704 -2.16 0.74 -1.16
O -2.658719 5.310233 0.518731 -0.05 -0.86 2.25
O -2.988604 3.149499 1.775196 1.13 2.34 -0.01
O -2.357937 2.072829 -1.317795 1.78 -2.99 2.02
O -0.336036 -4.416221 -3.913724 -0.78 -1.99 3.31
O 4.338762 -0.566362 -5.471541 -0.93 2.01 0.34
O -1.061652 2.942539 3.776491 -0.16 0.22 -0.73
O -0.038150 -5.498098 0.407689 0.13 1.01 -0.21
O 0.271179 -6.345761 -2.398924 -0.80 0.99 -0.22
O 0.887253 -0.324053 0.068309 -1.03 0.58 -1.42
O 3.853415 3.071347 -3.621184 -1.25 -0.26 -1.27
O 0.706435 1.188976 -1.920402 -1.71 -1.98 1.96
O 1.191715 -3.881964 -0.986503 -1.73 -0.18 0.41
O 0.137073 4.057317 1.866163 -1.26 -0.07 1.34
N -1.745788 5.325112 3.087698 -1.41 -2.31 -2.80
N -1.259482 -0.325366 -1.292561 -3.84 2.39 1.91
N -1.290817 -4.378615 -1.374025 0.03 -1.08 -4.42
N -2.824312 -2.338418 9.612255 -0.08 -3.85 1.57
N -5.059666 0.558189 3.583262 0.38 0.22 -1.26
N 4.601793 0.814072 3.010736 0.48 0.44 1.25
N 4.031782 2.024060 -5.829221 5.60 -3.72 -3.88
N -0.904269 -1.066831 -6.487274 0.85 -0.02 -0.87
C -4.294179 -2.506269 7.713116 1.86 -2.07 1.66
C -5.573298 1.280127 2.381237 -0.86 0.21 0.40
C 0.617313 0.375147 -8.027656 0.32 -0.29 -0.46
C -2.020438 -3.067064 10.635350 -0.15 0.75 -0.95
C 3.126086 0.921791 3.491224 0.17 -0.77 0.39
C 5.147927 -0.700760 3.303653 -0.48 2.67 -2.33
C -1.685122 -0.843308 -5.187873 0.83 -0.89 -1.56
C 1.315682 -2.027472 -7.445837 0.61 1.08 1.20
C -3.049711 -0.449902 8.185334 -0.20 -2.12 -0.43
C 4.805438 1.429878 1.604489 -2.53 -1.57 -0.36
C -3.389082 -0.163421 5.092080 -0.70 2.59 -1.74
C 3.345416 3.123866 4.680670 2.23 0.67 -0.34
C -3.747948 -1.356978 -9.246211 0.49 0.84 -0.67
C 5.350461 1.715519 3.971498 0.29 1.46 0.08
C -5.634739 -0.912867 5.391664 -0.40 0.18 -0.77
C -3.904767 -1.259044 7.258623 -0.55 1.69 -0.63
C -4.348582 -0.775614 5.890579 2.44 -0.74 2.37
C 2.532711 2.293362 3.774359 -1.13 -0.29 -1.15
C -3.780228 0.580659 3.920162 1.19 -1.68 2.61
C -1.778068 -1.664962 -7.678678 1.17 0.67 0.77
C -2.545340 -1.110793 9.294999 0.58 4.11 -1.63
C -3.633491 -3.104723 8.825752 -2.12 0.77 -2.17
C -0.304701 0.333196 -6.803808 0.16 -0.79 -1.03
C 4.818316 3.235992 4.060482 -1.62 -2.40 1.69
C -5.951785 -0.173180 4.287207 -0.69 -0.36 -0.02
C 3.842955 0.985154 -0.840210 0.84 0.97 0.84
C 0.238206 -2.078039 -6.280805 0.80 1.09 -1.29
C 1.808873 -0.571970 -7.859066 -1.02 -0.39 0.91
C 4.277556 0.420271 0.570341 0.39 -0.49 -1.39
C -2.887581 -0.746144 -8.137026 -0.57 -0.72 1.70
H 5.368391 3.702715 4.877605 0.62 0.22 -0.58
H -2.046774 -1.821187 -4.869957 -0.58 0.22 -0.06
H -2.402596 0.210104 -8.333157 -0.52 0.05 -0.62
H 5.827178 1.776827 1.450276 -0.15 -0.11 0.21
H -6.963767 -0.070045 3.924377 -0.05 -0.33 -0.07
H -1.943112 -2.454284 11.533480 -0.10 -0.23 0.04
H 6.416155 1.745738 3.744597 -0.03 -0.24 -0.63
H -2.792710 0.558061 7.894893 0.16 0.01 0.38
H 1.056298 -2.690139 -8.271492 -0.17 0.36 -0.21
H -6.245090 0.608571 1.846631 -0.02 0.01 0.18
H 3.047358 0.455108 -1.363846 0.43 -0.44 0.29
H -2.077703 -2.642694 -7.301385 -0.27 0.12 -0.05
H -0.967516 -0.532649 -4.428508 -0.18 0.46 -0.09
H 4.711836 1.158697 -1.475045 -0.04 -0.50 -0.16
H -4.869939 1.663759 1.642175 0.67 -0.22 0.71
H 5.336229 1.223137 4.943841 -0.47 0.24 0.20
H 0.138668 0.203690 -8.991816 -0.50 0.07 0.03
H -3.100053 -1.444111 -10.118417 -0.11 -0.50 -0.21
H -1.028469 -3.219662 10.210148 0.14 -0.11 0.18
H -3.729234 -4.143101 9.106856 -0.23 0.11 -0.12
H -2.476428 -4.042006 10.807610 0.00 0.29 0.23
H 2.449130 0.342546 2.863280 0.37 0.02 -0.38
H -2.387181 -0.093167 -5.551866 -0.39 -0.16 1.20
H 0.312356 0.662262 -5.967716 -0.28 -0.28 0.44
H 3.460482 2.617675 5.639123 0.05 -0.08 0.22
H 1.545488 2.100559 4.194275 -0.09 -0.27 0.19
H 4.726721 -1.008444 4.260741 0.43 0.01 -0.27
H -3.495728 -0.630443 -7.239884 -0.38 0.46 -0.10
H 4.880117 -1.293012 2.428655 -0.69 -0.15 0.44
H 4.042726 2.207585 1.565376 0.59 0.57 0.24
H -1.112215 -1.808341 -8.529660 0.37 -0.14 0.31
H -1.146758 1.012513 -6.936365 0.06 -0.04 0.22
H 5.083528 -0.303563 0.449642 0.10 -0.23 -0.45
H -1.840696 -0.682655 9.992548 -0.02 0.66 -0.13
H 3.446484 -0.188573 0.926352 -0.26 0.41 0.42
H 2.231530 2.799565 2.857219 0.36 0.20 -0.23
H -2.368563 0.014611 5.397451 0.05 -0.39 0.13
H 3.184340 0.405155 4.449241 -0.08 -0.15 0.11
H -4.251989 -2.298283 -9.027157 0.49 -0.10 0.31
H 2.377925 -0.034592 -7.100436 0.21 -0.93 0.77
H 4.819737 3.771468 3.111091 0.25 -0.06 0.21
H 3.441509 1.995790 -0.765703 -0.28 0.11 0.44
H -0.208097 -3.070522 -6.218419 0.07 0.14 0.33
H 2.961902 4.118438 4.908381 -0.28 -0.11 -0.36
H 2.544122 -0.594070 -8.663430 -0.55 -0.17 -0.49
H -4.548326 -0.695853 -9.578511 0.05 0.29 0.27
H -3.035462 1.172793 3.409174 -0.16 0.20 -0.61
H 6.221682 -0.584374 3.156724 0.08 -0.11 0.93
H -4.847037 -3.186735 7.082472 -0.29 0.06 -0.01
H -6.347759 -1.586927 5.842945 -0.25 0.39 0.18
H -6.131546 2.102863 2.827970 -0.12 0.19 -0.51
H 2.206018 -2.456257 -6.985908 -0.06 -0.38 0.04
H 0.749554 -1.788818 -5.362667 -0.26 -0.14 0.15
H 1.030336 1.383840 -8.033715 -0.22 0.20 -0.16
```
Forces are in eV/Å.

Its expectation value of S² is 0.7694. The HOMO energy (spin up / spin down) is -5.09 / -6.21 eV. The total energy is -6801.48258 a.u. Its spin multiplicity is 2. The max |F| is 10.9 eV/A. The calculation puts the HOMO-LUMO gap (spin up / spin down) at 5.936 / 6.576 eV. The LUMO energy (spin up / spin down) comes out at 0.85 / 0.37 eV. As for the net charge: -1.

2.
A molecular structure, C22H22InN4O3Te, computed with the ωB97M-V functional and the def2-TZVPD basis.

```
53
Properties=species:S:1:pos:R:3:forces:R:3
Te -0.423211 2.059236 0.947726 -0.01 0.03 0.01
In 0.511765 -1.492177 -0.440858 0.01 0.03 0.02
O 1.599822 0.421315 -0.855656 0.01 -0.03 -0.09
O -1.101749 0.272402 1.467262 0.03 0.00 0.03
O -5.383560 2.433332 -2.513253 0.02 -0.01 -0.01
N 1.469416 0.766566 1.652390 -0.03 0.02 -0.07
N -1.206460 -0.046898 -1.628133 -0.02 -0.04 -0.01
N -4.262230 2.879203 -4.432246 0.01 0.02 -0.04
N 2.634357 1.170958 1.054398 0.03 0.00 0.01
C 1.492540 0.086235 2.731070 -0.03 -0.05 0.06
C -1.922025 1.762832 -3.005522 0.04 0.01 0.02
C -3.535530 0.375195 -1.917225 -0.01 0.00 0.03
C 2.578027 1.000792 -0.250399 -0.03 0.02 0.08
C -0.872509 -1.110855 5.378602 -0.02 0.00 -0.01
C 3.715146 1.510434 -1.055745 0.02 0.01 0.00
C -0.930043 0.989410 -2.422570 -0.02 0.00 -0.01
C 4.833145 1.681779 -3.181225 0.00 0.01 0.00
C 0.289454 -0.773412 4.710326 0.01 0.00 0.00
C 3.778869 1.212601 -2.413316 -0.01 -0.02 0.00
C -4.409758 2.293947 -3.221586 0.00 0.02 0.05
C -2.486058 -0.355235 -1.396059 -0.01 0.05 -0.05
C -2.100226 -0.954049 4.745556 0.03 -0.01 0.01
C 0.250856 -0.270960 3.407838 0.01 0.01 -0.04
C 4.717222 2.281734 -0.470017 0.01 0.00 0.01
C 5.826880 2.452413 -2.595354 -0.01 0.00 0.00
C -3.249196 1.458708 -2.736915 -0.04 -0.02 -0.01
C 0.035709 3.059956 2.738215 -0.04 -0.03 0.02
C -2.164759 -0.465321 3.449954 -0.01 -0.02 0.00
C -2.452169 2.679833 1.074271 0.01 0.03 0.02
C -0.997544 -0.133440 2.780691 0.04 0.02 -0.01
C 5.767578 2.750824 -1.239695 0.01 0.01 0.00
H -5.045451 3.398611 -4.794720 0.00 0.00 0.00
H 0.121447 1.210056 -2.562012 0.00 -0.01 -0.01
H 4.882031 1.443109 -4.235378 0.00 0.00 0.00
H -3.111182 -0.353943 2.937007 0.00 0.00 0.00
H -0.325921 2.451704 3.567280 -0.01 0.01 0.00
H 6.650645 2.818506 -3.193925 0.00 0.00 0.00
H 3.003291 0.603555 -2.858279 0.01 0.01 0.00
H 2.448093 -0.232097 3.146288 0.00 0.01 0.01
H -2.492908 3.756831 0.904942 0.00 0.00 0.00
H -4.562562 0.132056 -1.682670 0.00 0.00 -0.01
H 1.112242 3.191285 2.798416 0.01 -0.01 -0.02
H -0.488600 4.013190 2.722021 0.01 0.00 0.00
H 1.251016 -0.893797 5.194508 0.00 0.00 0.00
H -1.648119 2.609539 -3.621136 0.00 -0.01 0.00
H 6.545161 3.348456 -0.782861 0.00 0.00 0.00
H -2.845913 2.442407 2.061053 0.00 0.01 0.00
H -3.031563 2.170107 0.307865 -0.01 -0.02 -0.02
H -2.665515 -1.208866 -0.753765 -0.01 -0.03 0.03
H 4.665523 2.501839 0.587144 0.00 0.00 0.00
H -3.013699 -1.218766 5.260899 0.00 0.00 0.00
H -3.544421 2.594047 -5.074328 -0.01 -0.01 0.00
H -0.824970 -1.497574 6.386811 0.00 0.00 0.00
```
Forces are in eV/Å.

The HOMO energy is -11.06 eV. Its energy above the lowest of the compared OMol25 structures with the same formula, charge and spin is 114.4 kJ/mol. The total energy is -1754.22146 a.u. Its spin multiplicity is 1. The max |F| is 0.1 eV/A. The calculation puts the HOMO-LUMO gap at 7.832 eV. The LUMO energy comes out at -3.23 eV. As for the net charge: +1.